Here is a molecular structure, C27H29FN2O3SbSe5W at a distorted geometry from OMol25. Energies are from the ωB97M-V functional and the def2-TZVPD basis.

Each line ends with the Löwdin charge.
Atoms and positions in Å:
W  -0.63855  0.58597  1.15496  0.857
C  -2.70726  4.52709  1.08459  -0.072
C  -3.10632  3.16093  0.57328  -0.227
C  -3.67323  2.21210  1.43573  -0.236
C  -4.16134  2.59987  2.80886  -0.062
C  -3.97338  0.93174  0.95042  -0.245
C  -4.71240  -0.04905  1.81617  -0.098
C  -3.77370  0.63197  -0.40446  -0.222
C  -4.26746  -0.67941  -0.95542  -0.043
C  -3.21940  1.58461  -1.25576  -0.208
C  -2.94829  1.23760  -2.70294  -0.046
C  -2.92138  2.85652  -0.77462  -0.213
C  -2.46047  3.92319  -1.74380  -0.045
H  -3.51022  5.26169  0.95469  0.091
H  -1.82385  4.88776  0.55954  0.072
H  -2.44487  4.49396  2.13814  0.039
H  -5.24961  2.48926  2.84407  0.095
H  -3.92685  3.63175  3.05212  0.064
H  -3.75564  1.97842  3.60516  -0.004
H  -5.78459  -0.01468  1.57578  0.097
H  -4.60948  0.14995  2.87379  -0.022
H  -4.37783  -1.06956  1.63682  0.048
H  -5.20009  -0.97426  -0.47539  0.074
H  -3.54312  -1.48278  -0.78094  0.056
H  -4.44058  -0.62121  -2.02759  0.070
H  -3.83585  1.39056  -3.32794  0.090
H  -2.63456  0.20047  -2.79745  0.063
H  -2.14098  1.84526  -3.10604  0.075
H  -2.97703  3.82407  -2.69819  0.074
H  -1.38508  3.84959  -1.93546  0.082
H  -2.65947  4.92206  -1.36294  0.065
Se  -3.18149  -0.34830  5.20752  -0.090
Sb  -1.40807  -0.19252  3.56821  -0.115
Se  -1.47750  -1.72688  1.32821  0.302
Se  -0.43943  2.25517  2.93490  0.240
Se  0.51286  -1.19862  4.68697  -0.213
C  3.54207  -3.35175  -3.44916  -0.046
C  4.03810  -3.36331  -2.01243  -0.293
C  5.51826  -3.02754  -1.94705  -0.149
C  6.02369  -3.18748  -0.52299  -0.131
C  5.17139  -2.37460  0.41917  -0.135
C  5.66182  -1.97085  1.62828  0.054
C  4.87105  -1.21762  2.50104  -0.243
F  5.40133  -0.86318  3.68242  0.078
C  3.60919  -0.82990  2.18148  0.090
C  3.10240  -1.21072  0.93343  -0.029
C  1.78865  -0.75834  0.53262  -0.302
O  1.19515  0.01812  1.32179  -0.263
C  1.26147  -1.22119  -0.69870  -0.048
C  2.04924  -2.05028  -1.45227  0.036
N  3.29124  -2.40617  -1.14530  0.048
C  3.85380  -2.00054  0.06227  -0.056
C  -0.09681  -0.86047  -1.32594  -0.615
O  -0.49886  -1.41969  -2.32054  0.083
O  -0.72324  0.13244  -0.76397  -0.285
H  4.23531  -3.93010  -4.05855  0.085
H  3.50727  -2.33252  -3.84023  0.102
H  2.55548  -3.80004  -3.55811  0.083
H  3.89424  -4.36470  -1.59752  0.160
H  5.66316  -1.99549  -2.28072  0.139
H  6.06182  -3.68571  -2.62424  0.119
H  7.06241  -2.86744  -0.44145  0.120
H  5.98497  -4.24337  -0.23843  0.127
H  6.67081  -2.23927  1.92036  0.132
H  3.00213  -0.25772  2.87475  0.112
H  1.62708  -2.42588  -2.37258  0.132
Se  2.55354  2.24186  -1.41269  0.496
C  1.00554  2.36938  -0.49094  -0.885
N  -0.02722  2.41981  0.05524  -0.109

HOMO level (alpha / beta): -4.134 / -4.086 eV
frontier orbital gap (alpha / beta): 5.28 / 4.93 eV
expectation value of S²: 2.036
2S+1: 3
total charge: -1
energy above the lowest of the compared OMol25 structures with the same formula, charge and spin: 63.6 kcal/mol


Here is a molecular structure, C27H29N5O6SSn at a distorted geometry from OMol25. Energies are from the ωB97M-V functional and the def2-TZVPD basis.

Each line ends with the Löwdin charge.
Atoms and positions in Å:
Sn  -1.69064  -0.45513  -1.91840  1.545
O  -1.38794  6.03407  -2.87060  0.092
C  -1.48134  4.71007  -2.66110  -0.276
C  -2.69434  4.06807  -2.40550  0.077
C  -2.69564  2.69997  -2.19850  -0.167
N  -1.57854  1.99117  -2.21150  0.035
C  -0.40964  2.58867  -2.42170  -0.187
C  -0.31064  3.94287  -2.66750  0.085
C  0.79236  1.66767  -2.19690  -0.661
O  1.84746  2.16527  -1.83670  0.041
O  0.54196  0.42647  -2.29480  -0.194
C  -3.97214  1.89007  -1.90940  -0.636
O  -4.99964  2.49217  -1.67550  0.062
O  -3.80584  0.62597  -1.93830  -0.221
H  -2.25034  6.46357  -2.79120  0.122
H  -3.63334  4.59947  -2.36550  0.129
H  0.65046  4.39927  -2.83980  0.134
O  -1.16714  -0.48943  0.47730  -0.682
S  -0.24324  0.16587  1.47000  1.014
C  1.44226  -0.13353  0.80400  -0.239
C  2.49106  0.24517  1.79340  -0.285
C  2.50636  -0.35523  3.04770  -0.057
C  3.50386  -0.04823  3.95450  -0.078
C  4.48746  0.86667  3.61460  -0.085
C  4.46986  1.47437  2.37080  -0.069
C  3.47406  1.16737  1.45990  -0.034
C  -0.39464  1.94347  1.04220  -0.245
C  0.47606  2.84167  1.84820  -0.278
C  1.41746  3.65047  1.22510  -0.038
C  2.16716  4.53877  1.97630  -0.070
C  1.98936  4.61567  3.34710  -0.082
C  1.06866  3.79177  3.97410  -0.073
C  0.31416  2.90617  3.22750  -0.046
H  1.55326  0.39577  -0.13910  0.072
H  1.44786  -1.20773  0.61240  0.098
H  1.73866  -1.07503  3.29830  0.107
H  3.52006  -0.53043  4.92090  0.103
H  5.27526  1.09757  4.31640  0.101
H  5.23756  2.18357  2.10040  0.106
H  3.46116  1.62547  0.48220  0.115
H  -1.45284  2.16087  1.20400  0.115
H  -0.18084  2.00807  -0.02100  0.065
H  1.55786  3.58117  0.15600  0.102
H  2.88456  5.17697  1.48300  0.107
H  2.56216  5.32597  3.92530  0.102
H  0.92796  3.84847  5.04340  0.104
H  -0.41584  2.26517  3.70220  0.113
C  -2.66094  -3.75983  -1.42540  -0.211
N  -1.28004  -3.26483  -1.35800  -0.195
C  -0.50854  -3.88883  -2.43860  -0.193
N  -0.54174  -5.33853  -2.35880  -0.090
C  -1.93214  -5.77373  -2.41910  -0.173
N  -2.72384  -5.20653  -1.33410  -0.089
C  -2.12274  -5.60753  -0.06620  -0.172
N  -0.73944  -5.15883  0.04240  -0.088
C  -0.70974  -3.71183  -0.08450  -0.192
C  0.01106  -5.73413  -1.06740  -0.174
H  -3.10944  -3.43183  -2.37280  0.124
H  -3.22504  -3.31663  -0.59770  0.133
H  0.52886  -3.54643  -2.36840  0.133
H  -0.92504  -3.56533  -3.40150  0.127
H  -1.96554  -6.86303  -2.34950  0.127
H  -2.36184  -5.46193  -3.37470  0.129
H  -2.14454  -6.69773  0.00580  0.127
H  -2.70424  -5.17563  0.75260  0.129
H  0.32696  -3.36773  -0.02950  0.122
H  -1.28224  -3.25583  0.72760  0.122
H  -0.02074  -6.82283  -0.98600  0.127
H  1.04946  -5.39703  -1.01020  0.128

HOMO level: -8.631 eV
frontier orbital gap: 8.39 eV
total charge: 0


Here is a molecular structure, C27H29N7O3RhSSe from OMol25. Energies are from the ωB97M-V functional and the def2-TZVPD basis.

Each line ends with the Löwdin charge.
Atoms and positions in Å:
Rh  -0.21481  -0.51850  0.18434  1.156
N  6.59922  7.09883  0.89887  0.177
C  5.84016  6.24577  0.77844  -0.171
C  4.88973  5.17583  0.62773  -0.215
C  4.88658  4.40811  -0.53420  0.001
C  3.97761  3.37392  -0.67087  -0.007
C  3.06029  3.10808  0.34232  -0.195
C  3.06004  3.88797  1.49489  -0.012
C  3.97616  4.91396  1.64518  -0.003
C  2.07341  2.00528  0.18562  -0.047
C  2.56806  0.69630  0.15785  -0.242
C  3.92570  0.30813  0.22897  0.000
C  3.96836  -1.06014  0.07881  -0.042
C  2.64086  -1.48185  -0.06579  -0.137
N  1.79242  -0.44707  -0.02825  -0.063
C  0.73843  2.36478  0.07628  -0.246
C  0.22282  3.68400  -0.04288  0.010
C  -1.13137  3.57679  -0.22482  -0.031
C  -1.42996  2.20036  -0.21563  -0.098
N  -0.32803  1.47056  -0.05278  -0.057
H  5.59372  4.62543  -1.32273  0.129
H  3.96874  2.77626  -1.57332  0.133
H  2.34276  3.68788  2.28128  0.117
H  3.98686  5.51573  2.54337  0.127
H  4.75853  0.97683  0.36932  0.120
H  4.83657  -1.69745  0.06943  0.108
H  2.30086  -2.49342  -0.19406  0.063
H  0.81500  4.58420  -0.02030  0.123
H  -1.84593  4.36978  -0.36781  0.111
H  -2.40191  1.75185  -0.32680  0.096
C  -0.81254  2.17264  3.73548  -0.029
C  -0.93619  0.70045  4.14399  -0.617
C  -2.26966  0.46350  4.84246  -0.031
C  0.22045  0.28980  5.04784  -0.033
N  -0.96342  -0.20745  2.96605  -0.025
N  0.17211  -0.04416  2.11298  -0.047
H  -0.93666  2.81059  4.61048  0.098
H  -1.58146  2.44650  3.00893  0.091
H  0.16791  2.41957  3.31572  0.067
H  -2.32613  1.05837  5.75344  0.096
H  -2.38355  -0.58827  5.10541  0.091
H  -3.10490  0.75398  4.20102  0.092
H  0.22681  0.90439  5.94750  0.096
H  1.19136  0.42685  4.56358  0.080
H  0.12209  -0.75454  5.34930  0.087
H  -1.77732  0.01080  2.39536  0.096
H  0.94856  -0.59944  2.47061  0.116
H  0.47728  0.93219  2.09947  0.081
C  -3.35552  -2.38422  -1.31512  -0.127
S  -2.54302  -0.82989  -1.18212  0.478
O  -1.13774  -0.95910  -1.71166  -0.475
O  -3.34892  0.14215  -1.83750  -0.245
O  -2.30695  -0.58979  0.28911  -0.432
H  -3.33078  -2.68897  -2.35988  0.087
H  -4.38389  -2.21606  -1.00174  0.085
H  -2.86990  -3.11267  -0.67253  0.049
Se  0.08533  -3.48260  -1.32263  1.245
N  -0.10088  -2.65270  0.27847  -0.315
C  0.18001  -3.53430  1.22835  -0.329
C  0.13142  -3.30920  2.63739  -0.017
C  0.48317  -4.32536  3.46289  -0.039
C  0.89754  -5.61210  2.97771  -0.048
C  0.93567  -5.87767  1.65407  -0.001
C  0.57702  -4.83804  0.73750  -0.364
N  0.60585  -4.97504  -0.57228  -0.201
H  -0.24811  -2.37342  3.02334  0.079
H  0.43821  -4.17098  4.53352  0.115
H  1.17043  -6.37561  3.69313  0.115
H  1.23034  -6.83902  1.25726  0.125

HOMO level: -10.908 eV
frontier orbital gap: 6.70 eV
total charge: +1
energy above the lowest of the compared OMol25 structures with the same formula, charge and spin: 4.5 kcal/mol


Computed E_tot (eV) in order:
-375409.7470, -64873.1935, -124226.8153